Model A:
Entry from OMol25: a single C5H7N3 molecule (the ωB97M-V functional and the def2-TZVPD basis).

Atoms and positions in Å:
C  1.304  1.384  -1.205
C  1.150  0.243  -0.551
C  -0.117  -0.526  -0.465
C  -1.164  -0.206  -1.599
N  -2.137  0.008  -2.176
N  -0.080  -1.804  0.124
C  -0.899  -0.545  0.805
N  -0.593  0.297  1.845
H  2.279  1.827  -1.333
H  0.518  1.800  -1.817
H  1.950  -0.150  0.066
H  0.385  -2.221  0.928
H  -1.951  -0.814  0.765
H  0.361  0.639  1.875
H  -1.004  0.068  2.739

Summary:
SMILES: C=C[C@@]1(C#N)N[C@H]1N
Lowest unoccupied orbital energy in eV: 0.77
Kohn-Sham gap in hartree: 0.356

Results of the natural (NBO) charge analysis, in e, for atoms 1 through 5:
1. C -0.348
2. C -0.216
3. C -0.019
4. C 0.273
5. N -0.328


Model B:
Entry from OMol25: a single C5H7N3 molecule (the ωB97M-V functional and the def2-TZVPD basis).

Atoms and positions in Å:
N  4.360  -0.130  0.059
C  3.234  -0.200  -0.156
C  1.664  -0.033  0.083
N  1.170  1.220  -0.085
C  -0.145  1.337  -0.009
N  -1.046  0.302  0.325
C  -2.416  -0.021  -0.029
C  -1.167  -0.973  -0.167
H  0.852  -0.673  -0.465
H  1.736  -0.218  1.217
H  -0.604  2.342  -0.380
H  -2.964  0.319  -0.929
H  -3.053  -0.073  0.995
H  -0.850  -1.340  -1.101
H  -0.772  -1.856  0.642

Summary:
SMILES: N#CC/N=C\N1CC1
Lowest unoccupied orbital energy in eV: 0.55
Kohn-Sham gap in hartree: 0.370

Results of the natural (NBO) charge analysis, in e, for atoms 1 through 5:
1. N -0.331
2. C 0.266
3. C -0.317
4. N -0.462
5. C 0.276


model A is preferred energetically. Next in line: 27.0 kcal/mol higher.